w.
Here is C47H58CaClN2OP3S as an isolated structure from OMol25. Energies are from ωB97M-V/def2-TZVPD.

The multiplicity is 1. The net charge is 0. As for the lowest unoccupied orbital energy (alpha / beta): 0.147 / 0.147 eV. As for the highest occupied orbital energy (alpha / beta): -6.231 / -6.232 eV. The orbital gap (alpha / beta) is 6.38 / 6.38 eV.

```
114
C47H58CaClN2OP3S ωB97M-V/def2-TZVPD
Ca -0.707 2.253 -0.506
Cl -3.023 -2.380 -2.100
S -4.029 -0.776 2.003
P -0.628 -3.628 -0.165
P -0.202 3.288 2.497
P 0.724 1.008 -2.758
O -2.858 3.609 -1.245
N 1.370 1.724 0.354
N -2.037 0.886 0.932
C 3.081 -4.028 1.815
C -1.186 -6.427 -3.113
C -4.495 3.650 -3.061
C 2.201 2.425 1.234
C -1.754 -6.463 2.682
C 2.089 -3.120 1.235
C 1.576 3.391 2.107
C -2.101 -5.871 -3.985
C 1.115 -0.053 -1.293
C 2.656 -5.777 0.115
C 2.438 1.631 -3.278
C 3.639 1.473 -2.337
C -0.776 5.120 2.890
C -2.616 -4.581 -3.684
C 1.882 -4.893 -0.593
C 3.803 4.075 2.890
C -4.182 3.572 -0.618
C -2.184 -3.901 -2.483
C -2.987 3.375 -2.666
C 0.909 2.793 5.063
C 2.174 -0.482 0.896
C -2.939 0.253 1.419
C 2.654 -1.827 0.510
C -0.842 -5.783 -1.934
C 3.598 2.361 1.205
C 1.316 -1.152 -4.536
C -1.253 -4.606 1.192
C 2.388 4.229 2.880
C -2.303 -3.895 1.827
C -0.778 1.088 4.316
C 4.431 3.221 1.995
C -0.387 2.585 4.220
C -1.255 -4.513 -1.624
C -1.217 -0.423 -4.163
C -0.256 5.982 1.746
C -2.764 -5.727 3.278
C -5.177 3.191 -1.757
C 3.151 -5.353 1.418
C 2.271 3.157 -3.644
C 0.311 -0.036 -4.213
C 1.021 -1.429 -1.450
C 1.456 -3.585 -0.135
C -0.916 -5.877 1.691
C -3.050 -4.447 2.819
C 2.051 -2.329 -0.836
C 1.499 0.411 0.041
C -0.599 5.727 4.293
H -4.514 4.737 -3.143
H -4.334 4.615 -0.264
H -2.360 4.047 -3.266
H -0.584 -7.305 -3.344
H 0.446 -1.911 -2.237
H -2.598 -2.932 1.431
H 1.596 -5.124 -1.643
H 4.540 1.982 -2.720
H -0.303 -6.485 -1.292
H 0.332 0.760 -5.038
H 1.642 3.248 -4.532
H 3.343 1.955 -1.386
H 2.953 -6.741 -0.316
H 5.532 3.320 1.894
H -1.445 5.536 4.968
H -1.551 -0.608 -5.204
H -4.154 2.804 0.146
H 0.761 2.494 6.118
H 3.664 -6.149 2.043
H 2.281 -0.966 -4.088
H -2.485 -6.303 -4.964
H -1.097 3.256 4.693
H -1.658 0.816 3.708
H -0.659 6.874 4.173
H -6.161 3.614 -1.638
H 1.900 5.078 3.450
H 0.947 -2.122 -4.244
H 0.050 0.481 3.990
H 4.372 4.722 3.541
H 1.332 -2.808 1.980
H -3.339 -6.263 4.066
H -1.478 -7.454 3.041
H 0.292 5.466 4.875
H -3.691 -3.767 3.405
H -2.764 2.354 -2.860
H -5.262 2.146 -1.729
H 3.756 -1.883 0.610
H 1.732 2.162 4.678
H 2.599 1.177 -4.228
H 0.798 6.139 1.799
H -1.840 4.975 2.743
H 4.077 1.621 0.540
H -1.724 0.456 -3.763
H -0.773 6.960 1.696
H 3.902 0.468 -2.141
H -3.400 -4.140 -4.325
H -1.299 -1.232 -3.442
H 1.321 3.786 5.135
H 1.474 -1.150 -5.600
H 3.765 -3.653 2.525
H -0.474 5.493 0.800
H 2.506 0.048 1.799
H 3.197 3.637 -4.016
H -1.056 0.895 5.381
H 2.764 -2.740 -1.590
H -4.849 3.241 -4.002
H 1.871 3.763 -2.793
H -0.200 -6.508 1.196
```

---

x.
Here is C47H58CaClN2OP3S as an isolated structure from OMol25. Energies are from ωB97M-V/def2-TZVPD.

The multiplicity is 1. The net charge is 0. As for the lowest unoccupied orbital energy (alpha / beta): 0.273 / 0.273 eV. As for the highest occupied orbital energy (alpha / beta): -6.199 / -6.200 eV. The orbital gap (alpha / beta) is 6.47 / 6.47 eV.

```
114
C47H58CaClN2OP3S ωB97M-V/def2-TZVPD
Ca -1.043 1.895 -0.281
Cl -3.010 -2.123 -1.828
S -3.867 -0.524 2.400
P -0.380 3.254 2.420
P -0.592 -3.425 -0.083
P 0.921 1.234 -2.465
O -2.554 3.325 -1.340
N -2.206 0.280 0.331
N 1.256 1.512 0.541
C -3.307 -4.877 2.465
C 3.253 -5.395 0.980
C 1.437 3.292 2.249
C 3.443 1.998 1.655
C 1.705 -4.996 -0.879
C -1.210 -5.709 -1.451
C 2.310 4.237 2.815
C -1.226 -4.476 1.252
C -3.740 3.058 -0.563
C -1.801 -6.368 -2.533
C 4.288 2.922 2.280
C -4.824 2.674 -1.574
C -2.737 -6.063 3.021
C 1.596 0.255 0.167
C -2.547 -4.127 1.595
C 3.694 4.022 2.897
C 2.950 -4.266 1.636
C 2.507 2.095 -2.979
C -2.810 -4.303 -3.277
C -1.283 -4.308 -1.400
C -4.416 3.475 -2.865
C -0.526 2.378 4.100
C 1.331 -3.692 -0.338
C 2.016 2.217 1.486
C 1.371 -0.060 -1.253
C -0.622 -5.573 1.871
C -2.609 -5.665 -3.417
C 2.166 3.524 -3.421
C 3.579 2.198 -1.915
C -0.887 5.050 2.666
C 1.720 -0.406 -4.726
C 2.254 -0.672 0.965
C 1.973 -3.307 1.012
C 2.632 -5.776 -0.262
C 0.578 2.596 5.109
C -0.518 0.835 3.819
C -0.806 -0.061 -4.272
C 2.607 -1.993 0.406
C -1.393 -6.288 2.823
C -2.950 0.008 1.181
C 0.604 0.535 -4.174
C 1.995 -2.415 -0.954
C -0.596 5.936 1.453
C -0.420 5.732 3.955
C -2.909 3.535 -2.794
C -2.195 -3.641 -2.192
C 1.184 -1.378 -1.613
H -3.121 -6.209 -4.164
H -3.221 -6.736 3.678
H -1.720 -7.447 -2.627
H 1.401 -5.360 -1.877
H 3.725 -2.069 0.405
H -1.516 2.541 4.572
H -0.045 0.300 4.638
H 2.918 1.611 -3.888
H 0.423 -1.669 -2.351
H -2.456 2.720 -3.333
H -1.986 4.946 2.730
H -1.115 6.590 4.106
H -4.677 1.545 -1.833
H 0.206 2.071 6.052
H -0.567 -6.342 -0.816
H 1.679 3.473 -4.408
H 0.503 6.022 1.302
H 0.629 1.389 -4.835
H 2.837 -2.756 -1.624
H 4.334 4.774 3.401
H 4.049 -6.011 1.360
H -0.880 -7.101 3.290
H 0.115 0.544 2.949
H 0.715 3.695 5.234
H -1.326 0.252 -5.201
H 0.592 6.169 3.855
H 3.076 4.176 -3.458
H -3.472 2.210 0.161
H 2.415 0.083 -5.418
H -3.987 4.046 -0.098
H -4.875 4.471 -2.690
H 3.500 -4.002 2.600
H -4.726 3.080 -3.830
H -2.972 -3.185 1.207
H 3.875 1.115 1.126
H -4.297 -4.647 2.803
H -2.458 4.515 -3.097
H 1.242 -1.285 -5.223
H -3.331 -3.783 -4.063
H -1.501 0.405 3.600
H 3.987 1.247 -1.486
H -0.960 6.992 1.616
H 2.316 -0.913 -3.954
H 4.412 2.810 -2.357
H 2.888 -6.709 -0.752
H -1.485 0.240 -3.475
H 1.880 5.172 3.153
H -5.829 2.744 -1.160
H -0.428 5.043 4.829
H -0.854 -1.155 -4.298
H 3.165 2.759 -1.082
H -0.996 5.521 0.494
H 5.348 2.797 2.262
H 1.156 -2.949 1.672
H 0.450 -5.801 1.694
H 1.404 3.969 -2.764
H 1.525 2.164 4.785
H 2.651 -0.252 1.884
```

---

Computed relative energies in units of eV: w 1.229; x 0.000

---

w.
Here is a 2-piece molecular cluster, CHNO3S overall from OMol25. Energies are from ωB97M-V/def2-TZVPD.

The multiplicity is 1. The net charge is 0. As for the lowest unoccupied orbital energy: -1.780 eV. As for the highest occupied orbital energy: -11.003 eV. The orbital gap is 9.22 eV.

```
7
CHNO3S ωB97M-V/def2-TZVPD
S -2.299 1.203 -0.268
O -1.338 1.738 0.661
O 2.753 -1.240 -1.097
O -2.561 -0.224 -0.188
N 1.225 -0.405 0.573
C 1.950 -0.892 -0.287
H 0.270 -0.180 0.606
```

---

x.
Here is a 2-piece molecular cluster, CHNO3S overall from OMol25. Energies are from ωB97M-V/def2-TZVPD.

The multiplicity is 1. The net charge is 0. As for the lowest unoccupied orbital energy: -0.911 eV. As for the highest occupied orbital energy: -11.362 eV. The orbital gap is 10.45 eV.

```
7
CHNO3S ωB97M-V/def2-TZVPD
S 0.123 0.094 -2.545
O 0.572 1.390 -2.907
O -1.292 -0.024 -2.346
O 2.189 1.902 0.917
N 0.659 0.336 -0.148
C 1.434 1.115 0.406
H -0.396 0.312 -0.258
```

---

y.
Here is CHNO3S in the gas phase from OMol25. Energies are from ωB97M-V/def2-TZVPD.

The multiplicity is 1. The net charge is 0. As for the lowest unoccupied orbital energy: -0.588 eV. As for the highest occupied orbital energy: -11.271 eV. The orbital gap is 10.68 eV.

```
7
CHNO3S ωB97M-V/def2-TZVPD
S 3.018 -0.080 -0.118
O 3.647 -1.325 0.236
O 2.225 0.033 -1.328
O 3.363 1.161 0.518
N 1.180 -0.058 0.480
C 0.173 0.429 0.395
H -0.383 1.252 0.040
```

---

Computed relative energies in units of eV: w 0.000; x 0.333; y 2.809

---

w.
Here is a 2-piece molecular cluster, C4H8NS overall from OMol25. Energies are from ωB97M-V/def2-TZVPD.

The multiplicity is 1. The net charge is +1. As for the lowest unoccupied orbital energy: -5.875 eV. As for the highest occupied orbital energy: -13.473 eV. The orbital gap is 7.60 eV.

```
14
C4H8NS ωB97M-V/def2-TZVPD
S 2.291 0.397 0.055
N -0.338 0.261 0.008
C 0.067 -0.949 0.092
C -1.759 0.611 0.076
C 1.450 -1.298 0.106
C 0.696 1.261 -0.046
H -1.050 -2.311 -0.446
H 1.662 -2.023 -0.835
H -2.055 0.827 1.052
H 0.732 1.862 -1.079
H 1.792 -1.733 1.071
H 0.703 1.964 0.701
H -2.242 -0.391 -0.233
H -1.951 1.522 -0.523
```

---

x.
Here is an isolated ion of composition C4H8NS and charge +1 from OMol25. Energies are from ωB97M-V/def2-TZVPD.

The multiplicity is 1. The net charge is +1. As for the lowest unoccupied orbital energy: -4.750 eV. As for the highest occupied orbital energy: -13.528 eV. The orbital gap is 8.78 eV.

```
14
C4H8NS ωB97M-V/def2-TZVPD
S 3.649 0.165 0.082
N -0.918 0.666 -0.077
C 2.075 0.639 0.078
C -0.355 -0.478 0.034
C -2.414 0.694 0.089
C 1.145 -0.608 -0.031
H 3.654 -1.268 0.388
H 1.373 -1.459 0.505
H 1.462 -0.846 -1.167
H -2.946 -0.219 0.114
H -2.767 1.430 0.754
H -0.996 -1.422 0.157
H -0.249 1.428 -0.145
H -2.713 1.276 -0.780
```

---

Computed relative energies in units of eV: w 0.682; x 0.000

---

w.
Here is a 9-piece molecular cluster, H16NO11 overall from OMol25. Energies are from ωB97M-V/def2-TZVPD.

The multiplicity is 1. The net charge is -1. As for the lowest unoccupied orbital energy: 3.194 eV. As for the highest occupied orbital energy: -6.378 eV. The orbital gap is 9.57 eV.

```
28
H16NO11 ωB97M-V/def2-TZVPD
O -2.064 0.978 3.253
O -1.620 -1.323 -0.733
O 1.553 1.566 -1.380
O 0.965 3.748 0.409
O -1.840 -2.562 2.068
O 0.507 -0.363 -2.875
O -1.286 1.675 -0.673
O 1.633 0.515 1.230
O 0.973 -1.393 0.364
O 1.588 -2.698 -1.857
O -0.317 -0.190 1.580
N 0.856 -0.425 1.196
H -0.386 1.370 -0.495
H 1.453 -2.367 -0.997
H -1.248 -1.860 2.369
H 0.250 -0.580 -3.736
H 1.025 -1.106 -2.542
H -1.631 -0.382 -0.685
H 1.673 1.289 -0.484
H 1.664 4.347 0.142
H -1.127 -1.569 0.061
H 1.191 2.863 0.051
H -1.992 -2.980 2.904
H -1.418 0.581 2.644
H 1.362 -3.627 -1.727
H -1.220 1.798 -1.619
H 1.279 0.789 -1.867
H -1.824 1.906 3.400
```

---

x.
Here is a 9-piece molecular cluster, H16NO11 overall from OMol25. Energies are from ωB97M-V/def2-TZVPD.

The multiplicity is 1. The net charge is -1. As for the lowest unoccupied orbital energy: 2.761 eV. As for the highest occupied orbital energy: -6.958 eV. The orbital gap is 9.72 eV.

```
28
H16NO11 ωB97M-V/def2-TZVPD
O 1.714 -2.247 -0.244
O 0.684 -0.424 1.975
O 3.289 0.115 2.502
O 2.286 1.510 -0.697
O -0.811 0.840 1.045
O -0.533 0.115 -2.116
O -3.413 -1.424 -0.787
O -0.779 -1.252 0.725
O 0.713 3.440 1.270
O -2.495 2.821 -0.108
O -0.292 -2.918 -2.137
N -0.434 -0.320 1.414
H -1.040 -2.573 -1.726
H 1.994 1.463 0.223
H 1.466 3.326 1.853
H 3.662 -0.376 1.774
H -0.569 -3.829 -2.221
H 1.587 2.095 -1.046
H 0.345 2.536 1.211
H -2.709 -1.111 -0.238
H -2.031 2.250 0.483
H 0.893 -1.919 0.165
H -0.646 -0.249 -1.227
H 1.394 -2.842 -0.932
H 2.334 0.084 2.333
H -2.910 2.282 -0.776
H -3.418 -2.372 -0.705
H -0.280 0.978 -2.015
```

---

Computed relative energies in units of eV: w 0.000; x 0.060